No. 1
{
  "formula": "C4H5FeO3",
  "method": "ωB97M-V/def2-TZVPD",
  "spin_multiplicity": 6,
  "e_tot_ha": -1644.6508,
  "homo_lumo_gap_ev": [6.4, 7.8],
  "lumo_ev": [-1.1, -1.4],
  "de_lowest_kcal_mol": 49.3,
  "s2": 8.763,
  "elements": ["O", "C", "O", "Fe", "O", "C", "H", "C", "H", "H", "H", "C", "H"],
  "positions_angstrom": [[-1.59203, 0.76934, -0.30339], [-0.33674, 0.31461, 0.02586], [0.54629, 1.29061, -0.05067], [2.21300, 0.43641, 0.11111], [-0.20513, -0.54881, 1.21075], [0.09388, -1.11897, -0.13501], [-0.66282, -1.86272, -0.41047], [-2.66435, -0.14710, -0.35376], [-2.60356, -0.78581, -1.24831], [-2.69557, -0.77896, 0.54574], [-3.58137, 0.45016, -0.40391], [1.50580, -1.36796, -0.47705], [1.67243, -2.28129, -1.06222]],
  "forces_ev_per_a": [[0.33, 0.26, 0.20], [-0.87, -1.38, 0.65], [0.93, 0.65, 0.07], [-0.71, -0.57, -0.34], [-0.03, 0.64, -0.87], [-0.12, -0.02, -0.22], [0.30, 0.17, 0.00], [-0.10, -0.35, 0.10], [-0.01, 0.14, 0.18], [0.02, 0.15, -0.20], [0.27, -0.14, 0.00], [-0.27, 0.00, 0.11], [0.27, 0.45, 0.33]]
}

***

No. 2
{
  "formula": "C4H3Cl2CoN5O3Sc",
  "method": "ωB97M-V/def2-TZVPD",
  "spin_multiplicity": 5,
  "total_charge": 4,
  "e_tot_ha": -3715.6659,
  "homo_lumo_gap_ev": [8.6, 7.8],
  "lumo_ev": [-17.0, -19.1],
  "de_lowest_kcal_mol": 35.1,
  "s2": 6.031,
  "elements": ["Co", "Sc", "Cl", "Cl", "C", "C", "C", "O", "O", "O", "N", "N", "N", "C", "N", "N", "H", "H", "H"],
  "positions_angstrom": [[3.08844, -0.96851, -1.33081], [0.46631, -0.67220, -0.58384], [2.14501, -0.27099, 0.93846], [1.21814, -0.84720, -2.79959], [0.09496, 1.58221, -0.62742], [4.34687, -1.95193, -0.38957], [4.35617, -1.53138, -2.52001], [-0.60989, 2.33366, -1.15914], [5.27460, -2.63136, -0.19343], [5.29096, -2.01315, -3.02906], [-3.56780, 2.09074, 2.04648], [-2.93022, 1.22091, 1.22009], [-3.48850, -0.03161, 1.13887], [-2.44907, -0.74981, 0.82534], [-1.26798, -0.02412, 0.70277], [-1.55515, 1.17172, 1.24785], [-3.17368, 3.01218, 1.93467], [-4.57694, 2.06264, 1.98906], [-2.66225, -1.78179, 0.58927]],
  "forces_ev_per_a": [[-2.54, 2.56, 0.67], [-0.93, 0.08, 0.97], [-0.12, -0.45, -1.13], [0.27, -0.01, 0.97], [-3.25, 4.27, -3.93], [7.50, -5.94, 3.61], [7.99, -3.48, -6.83], [3.58, -2.93, 2.60], [-5.10, 3.71, -0.50], [-5.41, 2.82, 2.55], [1.38, -0.25, -2.82], [-0.11, -1.86, 3.97], [0.75, 0.76, -0.67], [-1.81, -0.26, -0.95], [-2.34, 1.64, 2.95], [0.26, -0.90, -2.80], [0.57, 1.24, 0.89], [-1.27, -0.54, 0.46], [0.59, -0.45, -0.02]]
}

***

Copy entry 2 word for word.
{
  "formula": "C4H3Cl2CoN5O3Sc",
  "method": "ωB97M-V/def2-TZVPD",
  "spin_multiplicity": 5,
  "total_charge": 4,
  "e_tot_ha": -3715.6659,
  "homo_lumo_gap_ev": [8.6, 7.8],
  "lumo_ev": [-17.0, -19.1],
  "de_lowest_kcal_mol": 35.1,
  "s2": 6.031,
  "elements": ["Co", "Sc", "Cl", "Cl", "C", "C", "C", "O", "O", "O", "N", "N", "N", "C", "N", "N", "H", "H", "H"],
  "positions_angstrom": [[3.08844, -0.96851, -1.33081], [0.46631, -0.67220, -0.58384], [2.14501, -0.27099, 0.93846], [1.21814, -0.84720, -2.79959], [0.09496, 1.58221, -0.62742], [4.34687, -1.95193, -0.38957], [4.35617, -1.53138, -2.52001], [-0.60989, 2.33366, -1.15914], [5.27460, -2.63136, -0.19343], [5.29096, -2.01315, -3.02906], [-3.56780, 2.09074, 2.04648], [-2.93022, 1.22091, 1.22009], [-3.48850, -0.03161, 1.13887], [-2.44907, -0.74981, 0.82534], [-1.26798, -0.02412, 0.70277], [-1.55515, 1.17172, 1.24785], [-3.17368, 3.01218, 1.93467], [-4.57694, 2.06264, 1.98906], [-2.66225, -1.78179, 0.58927]],
  "forces_ev_per_a": [[-2.54, 2.56, 0.67], [-0.93, 0.08, 0.97], [-0.12, -0.45, -1.13], [0.27, -0.01, 0.97], [-3.25, 4.27, -3.93], [7.50, -5.94, 3.61], [7.99, -3.48, -6.83], [3.58, -2.93, 2.60], [-5.10, 3.71, -0.50], [-5.41, 2.82, 2.55], [1.38, -0.25, -2.82], [-0.11, -1.86, 3.97], [0.75, 0.76, -0.67], [-1.81, -0.26, -0.95], [-2.34, 1.64, 2.95], [0.26, -0.90, -2.80], [0.57, 1.24, 0.89], [-1.27, -0.54, 0.46], [0.59, -0.45, -0.02]]
}